# 1
73
Properties=species:S:1:pos:R:3:lowdin_spin:R:1 method="wB97M-V/def2-TZVPD" total_charge=-1 s2=2.01 spin_multiplicity=3 orbital_gap_ev="6.06 / 6.84"
Ni -0.26041 0.41205 -0.24883 1.541
C -0.33005 2.75788 -2.22062 0.008
N -0.30080 2.51305 -0.78149 0.043
C -1.52241 2.98034 -0.13501 0.004
C -2.72040 2.15740 -0.60104 0.003
N -2.37461 0.74713 -0.59886 0.050
C -3.07889 -0.10050 -1.38527 0.006
C -3.61088 0.11141 -2.67240 0.003
F -3.39953 1.28932 -3.31074 0.001
C -4.30045 -0.84743 -3.39668 0.000
F -4.73406 -0.55393 -4.63556 0.000
C -4.50893 -2.10978 -2.89126 0.002
F -5.15017 -3.05494 -3.60463 0.001
C -4.01987 -2.37484 -1.62559 0.000
F -4.23642 -3.58655 -1.07402 0.000
C -3.35979 -1.40469 -0.90768 0.002
F -3.02397 -1.71715 0.36211 0.001
C 0.92165 3.04191 -0.18240 0.002
C 2.13195 2.23142 -0.64584 0.004
N 1.80821 0.81385 -0.65674 0.051
C 2.52608 0.00328 -1.47023 0.006
C 2.87868 -1.30018 -1.03697 0.002
F 2.56908 -1.68070 0.21947 0.000
C 3.58332 -2.20748 -1.79575 0.000
F 3.89154 -3.41786 -1.28327 0.000
C 4.02716 -1.88385 -3.06331 0.002
F 4.70428 -2.77350 -3.81318 0.001
C 3.73141 -0.62503 -3.53339 0.000
F 4.11061 -0.27951 -4.77624 0.000
C 3.00692 0.27382 -2.76720 0.003
F 2.70464 1.44932 -3.36956 0.001
H -0.36932 3.83820 -2.42557 0.003
H -1.20121 2.28024 -2.66570 0.000
H 0.56545 2.34287 -2.68121 0.000
H -1.69640 4.04833 -0.33760 0.000
H -1.37889 2.85945 0.94130 0.002
H -3.08208 2.53409 -1.56122 0.001
H -3.52719 2.35427 0.12082 0.000
H 0.81590 2.97043 0.90083 0.001
H 1.05665 4.10238 -0.44330 0.000
H 2.93191 2.43311 0.08225 0.000
H 2.49251 2.61207 -1.60443 0.001
C 0.28618 -1.48601 2.72120 0.021
Si -0.31280 0.19489 2.07614 0.102
C -1.98481 0.40515 2.92472 0.022
C 0.83688 1.41677 2.96974 0.021
C 0.37111 2.49493 3.73251 0.009
C 1.23874 3.44636 4.26524 0.000
C 2.60673 3.33828 4.05170 0.009
C 3.09651 2.27524 3.29938 0.000
C 2.22195 1.33875 2.76414 0.008
H 0.30171 -1.48981 3.81688 0.004
H 1.28797 -1.73064 2.35431 0.000
H -0.39582 -2.28052 2.38779 0.000
H -1.89938 0.24024 4.00643 0.004
H -2.68897 -0.32201 2.50694 0.000
H -2.42244 1.39622 2.75658 0.000
H -0.69386 2.59601 3.92046 0.001
H 0.84612 4.27122 4.84944 0.000
H 3.28574 4.07708 4.46174 0.001
H 4.16303 2.18592 3.11926 0.000
H 2.61834 0.54084 2.14018 0.000
C -1.30748 -4.60422 0.58518 0.001
N -0.12550 -3.94317 0.04439 0.009
C 1.16082 -4.62105 0.15353 0.000
C -0.18082 -2.69265 -0.36160 0.017
N -0.22831 -1.58949 -0.69579 0.027
H -1.51038 -5.51960 0.02719 0.000
H -2.16454 -3.94405 0.51032 0.000
H -1.13616 -4.85248 1.63506 0.000
H 1.12801 -5.56520 -0.39371 0.000
H 1.38375 -4.82128 1.20401 0.000
H 1.94648 -3.99543 -0.25732 0.000

***

# 2
76
Properties=species:S:1:pos:R:3:mulliken_charge:R:1 method="wB97M-V/def2-TZVPD" e_above_lowest_ev=0.153 total_charge=+1 spin_multiplicity=1 orbital_gap_ev=6.42
Hf -0.39568 -20.45919 2.54810 1.117
N -0.97234 -17.40921 5.62482 -0.196
C 0.35020 -17.30299 6.14210 0.225
C 0.62207 -17.27570 7.53831 -1.145
C 1.96304 -17.06393 7.89964 -0.488
C 2.99536 -17.05914 6.99964 -0.691
C 2.70658 -17.12335 5.64210 -0.325
C 1.38279 -17.24359 5.22134 0.648
S 0.84869 -17.12147 3.51408 -0.256
N -0.43009 -18.32465 3.51288 -0.102
C -1.17306 -18.21043 4.56361 0.526
C -2.41643 -19.07571 4.58990 1.406
C -3.40288 -19.07909 5.54951 -0.997
C -4.53312 -19.86574 5.44630 -0.603
C -4.65200 -20.77198 4.40574 -1.245
C -3.60057 -20.80076 3.47924 0.092
N -2.50298 -19.95419 3.56384 0.447
H -1.71651 -17.22647 6.29812 0.354
H -0.13479 -17.27410 8.28295 0.463
H 2.12523 -16.94240 8.98742 0.347
H 4.00949 -16.93728 7.39580 0.408
H 3.57550 -17.07844 4.98210 0.433
H -3.42390 -18.39801 6.42774 0.275
H -5.32223 -19.74233 6.20021 0.436
H -5.63223 -21.27574 4.31750 0.412
H -3.59253 -21.46005 2.57812 0.227
N 0.26310 -22.37137 6.49209 -0.410
C 0.10043 -22.15852 5.18911 0.609
O -0.28500 -20.97539 4.79436 -0.589
C 0.15571 -23.23982 4.17555 -1.085
C -0.56786 -22.79125 2.90723 -1.102
H 0.28294 -21.56847 7.09018 0.242
H 0.74471 -23.26039 6.76480 0.264
H -0.02307 -24.26195 4.60405 0.374
H 1.19062 -23.20588 3.92195 0.480
H -1.66004 -22.95539 2.89271 0.506
H -0.11512 -23.36731 2.05308 0.343
O 0.81128 -21.28599 0.66123 -0.501
N 1.06149 -20.13868 0.23384 0.967
O 1.54278 -19.89130 -0.85890 -0.730
O 0.63051 -19.19303 1.02699 -0.524
F 6.83156 -20.25353 -0.57586 -0.277
C 5.74953 -20.21724 0.19613 0.416
C 5.18546 -21.40444 0.54690 0.237
F 5.73027 -22.55963 0.08994 -0.299
C 4.09787 -21.43276 1.36523 0.474
F 3.66006 -22.65330 1.65910 -0.315
C 3.47835 -20.33980 1.89686 -0.327
Se 2.13084 -20.64315 3.39110 -0.180
C 4.10655 -19.07823 1.61135 0.301
F 3.64351 -17.99399 2.19660 -0.228
C 5.26236 -19.04693 0.85881 0.126
F 5.89628 -17.90711 0.74946 -0.301
C -3.07953 -17.13270 -1.44913 -0.730
C -2.10597 -16.98452 -0.24963 -0.810
N -2.15100 -18.13958 0.62920 0.106
C -2.20443 -19.36647 0.01574 -0.190
N -1.84874 -20.41779 0.78273 0.859
C -2.11017 -21.72520 0.22620 -1.353
C -3.49247 -21.69115 -0.44663 -0.496
C -3.14761 -20.88012 -1.67693 -0.736
N -2.69809 -19.54685 -1.23543 0.110
C -2.80039 -18.38550 -2.21349 -0.489
H -3.03944 -16.22216 -2.02202 0.415
H -4.07423 -17.21353 -0.95557 0.269
H -2.42234 -16.09784 0.36585 0.400
H -1.12645 -16.75548 -0.56103 0.424
H -1.53754 -18.05931 1.41528 0.132
H -2.04382 -22.49042 1.06378 0.169
H -1.26912 -21.94053 -0.39849 0.527
H -4.12380 -21.17358 0.28978 0.320
H -3.78249 -22.71811 -0.66659 0.352
H -4.02670 -20.79473 -2.29464 0.509
H -2.35465 -21.35604 -2.14842 0.375
H -3.62424 -18.61607 -2.88335 0.344
H -1.81189 -18.29670 -2.75023 0.258